Entry 1:
ORCA calculation (ωB97M-V with the def2-TZVPD basis set) on 2 unconnected molecules or ions with the total composition C2H4N6O3.

Its HOMO energy (spin up / spin down) is -7.60 / -8.85 eV. Its HOMO-LUMO gap (spin up / spin down) is 8.207 / 5.773 eV. Its expectation value of S² is 2.007. The calculation puts the LUMO energy (spin up / spin down) at 0.6084 / -3.0781 eV. The multiplicity is 3.

XYZ file:
```
15
Properties=species:S:1:pos:R:3:forces:R:3
C -1.1047 -1.1470 0.1810 -2.192 0.337 0.660
C 1.5028 1.9111 0.5732 -0.482 0.483 1.372
N -0.0516 -1.9573 0.4452 0.599 -0.778 2.853
N 0.3971 2.1099 0.1598 0.522 0.062 -0.151
N 0.9780 -1.7534 -0.2376 -0.766 -3.348 -5.872
N -2.1219 -1.5085 1.0229 -0.351 -1.653 0.789
N -0.2456 2.5247 -0.9627 -0.436 0.631 -0.892
N 2.0551 -1.3365 -0.3637 1.992 3.772 5.194
O -1.1298 -0.2422 -0.6020 0.092 1.046 -0.985
O 2.3680 1.7993 1.3523 1.203 -0.367 -0.171
O 3.1264 -1.2419 -0.8798 0.207 -0.995 -2.028
H -2.2756 -2.4812 1.2360 1.363 -0.426 0.232
H -3.0566 -1.2192 1.0153 -1.024 1.990 -0.902
H -0.7870 1.7192 -1.1896 -0.683 -0.326 -0.846
H 0.3452 2.8230 -1.7505 -0.045 -0.426 0.747
```
Forces are in eV/Å.

Entry 2:
ORCA calculation (ωB97M-V with the def2-TZVPD basis set) on 13 unconnected molecules or ions with the total composition C43H109IO16S.

Its HOMO energy is -9.78 eV. Its HOMO-LUMO gap is 9.288 eV. The calculation puts the LUMO energy at -0.4911 eV.

XYZ file:
```
170
Properties=species:S:1:pos:R:3:forces:R:3
C 0.0424 2.5426 2.3249 -1.126 -0.375 0.766
C 0.4185 0.9480 2.3927 -0.575 -0.065 -0.700
C 1.9729 0.5824 2.0223 -0.399 -0.011 0.643
C 3.0654 1.7567 2.3988 1.097 -1.403 -2.796
C 4.5670 1.0552 2.1715 0.071 -0.445 0.012
O 2.9163 2.3049 3.7566 0.209 1.543 -1.658
S 3.8329 3.7232 3.9902 -2.169 1.825 4.427
O 3.1026 4.4565 5.1825 2.449 -2.910 -4.824
O 3.6997 4.8222 2.6918 1.187 -1.042 -0.628
C 4.8556 4.7093 1.7608 -0.091 -0.047 -1.194
C 4.2717 4.6663 0.2027 3.684 -3.909 -4.515
O 4.8969 4.0070 -0.7890 -4.014 4.470 6.888
I 2.3689 5.6998 -0.2645 1.343 -0.716 0.553
H -1.1234 2.6089 2.0822 2.548 0.013 0.451
H 0.6189 3.1495 1.5052 -0.989 -1.163 1.684
H 0.1671 2.9979 3.4213 0.031 -0.718 -2.606
H 0.1019 0.5155 3.4414 0.841 0.932 -2.220
H -0.2637 0.4131 1.5718 1.512 0.974 1.812
H 2.0112 0.3625 0.8589 0.304 0.744 2.384
H 2.2996 -0.4064 2.5770 -0.780 2.079 -1.110
H 2.9671 2.5912 1.5522 -0.013 -1.456 2.167
H 4.4160 -0.0818 1.8800 0.303 2.398 0.613
H 5.1735 1.5497 1.2988 -1.245 -0.824 1.600
H 5.2279 1.0713 3.1381 -1.373 0.071 -1.673
H 5.5641 5.6461 1.8086 -1.587 -1.721 0.116
H 5.4830 3.7337 1.9266 -1.277 1.827 -0.342
C -3.8050 -1.2059 -1.9515 -0.147 -0.312 -0.102
C -3.1315 -1.3409 -0.5951 -0.012 0.704 -0.423
C -3.1896 -0.0370 0.1848 -0.036 -0.002 0.378
O -1.7701 -1.7205 -0.7796 0.301 -0.217 0.096
H -3.3054 -0.4464 -2.5633 -0.071 0.017 0.124
H -3.7447 -2.1482 -2.5065 -0.070 0.152 0.097
H -4.8585 -0.9298 -1.8433 0.111 -0.011 -0.072
H -3.6183 -2.1359 -0.0198 0.224 -0.038 -0.047
H -2.6681 0.7639 -0.3514 -0.120 -0.073 -0.073
H -2.6903 -0.1455 1.1536 -0.115 -0.015 -0.086
H -4.2246 0.2741 0.3570 0.124 0.018 -0.021
H -1.3299 -1.0203 -1.2895 -0.219 -0.319 0.211
C 0.0688 -1.5791 6.5160 -0.350 0.046 -0.002
C 0.9294 -2.0727 5.3639 0.316 0.179 0.581
C 2.0940 -2.9134 5.8627 0.137 -0.293 -0.159
O 1.4316 -0.9545 4.6367 0.072 -0.028 0.059
H 0.6499 -0.9463 7.1962 0.056 -0.150 -0.032
H -0.7582 -0.9653 6.1429 0.082 -0.145 0.013
H -0.3457 -2.4163 7.0860 0.035 0.107 -0.015
H 0.3174 -2.6641 4.6743 0.164 0.281 -0.040
H 2.7469 -2.3279 6.5199 -0.158 -0.007 0.032
H 2.7116 -3.2515 5.0238 -0.148 0.008 0.088
H 1.7402 -3.7907 6.4133 0.073 0.081 -0.028
H 1.9764 -0.4236 5.2412 -0.190 -0.178 -0.230
C -1.9156 -2.2956 -6.0475 0.149 0.002 0.193
C -3.2999 -2.8689 -5.7897 0.226 0.293 -0.662
C -3.8410 -3.5843 -7.0173 -0.171 -0.261 0.081
O -4.1880 -1.8144 -5.4280 -0.246 0.201 0.159
H -1.9410 -1.5600 -6.8593 -0.001 -0.140 0.050
H -1.5441 -1.7730 -5.1595 -0.032 -0.118 -0.123
H -1.2049 -3.0843 -6.3129 -0.031 0.102 0.009
H -3.2583 -3.5662 -4.9459 -0.165 0.205 0.027
H -3.9347 -2.8944 -7.8635 0.139 -0.014 0.076
H -4.8428 -3.9811 -6.8211 0.190 0.019 -0.038
H -3.1880 -4.4118 -7.3118 -0.131 0.192 0.017
H -4.2312 -1.1903 -6.1715 0.089 -0.309 0.305
C -3.1314 -4.4950 2.6456 -0.297 -0.192 0.123
C -1.8564 -5.1139 2.0952 -0.028 0.684 -0.128
C -0.6243 -4.3630 2.5744 0.318 -0.110 0.073
O -1.8980 -5.0928 0.6707 -0.067 -0.101 -0.124
H -3.2402 -3.4576 2.3099 0.151 -0.023 0.071
H -4.0106 -5.0382 2.2825 0.185 0.027 0.111
H -3.1372 -4.5105 3.7399 -0.037 0.048 -0.085
H -1.7923 -6.1624 2.4057 -0.017 0.076 -0.240
H -0.6442 -3.3208 2.2361 -0.127 -0.047 0.064
H 0.2851 -4.8119 2.1606 -0.144 0.000 0.096
H -0.5549 -4.3745 3.6666 -0.006 -0.016 -0.100
H -1.9549 -4.1655 0.3859 0.126 -0.265 0.053
C 7.9504 0.1709 7.1795 0.235 -0.237 -0.126
C 7.5148 0.8397 5.8855 -0.052 0.285 0.684
C 7.9325 2.3011 5.8489 0.121 0.182 -0.269
O 6.0977 0.7504 5.7615 -0.400 0.007 -0.189
H 7.4879 0.6560 8.0464 0.089 0.118 -0.088
H 7.6322 -0.8770 7.1971 0.084 0.112 -0.077
H 9.0378 0.2090 7.2968 -0.229 -0.039 0.086
H 7.9523 0.3104 5.0321 -0.265 0.021 0.039
H 7.4693 2.8618 6.6687 0.086 -0.133 0.035
H 7.6017 2.7727 4.9174 0.080 -0.099 0.067
H 9.0195 2.4030 5.9264 -0.122 0.027 0.014
H 5.7006 1.2178 6.5151 0.218 -0.189 -0.308
C -3.3793 4.4062 4.6127 0.148 -0.242 0.223
C -2.7245 4.9889 3.3705 -0.593 0.191 0.156
C -3.0755 6.4579 3.1962 0.211 0.265 -0.119
O -3.1560 4.2610 2.2235 -0.056 -0.157 -0.256
H -4.4714 4.4668 4.5452 0.074 0.143 -0.019
H -3.1279 3.3454 4.7185 0.054 0.169 -0.012
H -3.0553 4.9347 5.5145 -0.071 -0.067 -0.070
H -1.6371 4.8760 3.4401 -0.166 -0.116 -0.197
H -4.1568 6.5912 3.0784 0.045 -0.077 0.137
H -2.6073 6.8607 2.2916 0.010 -0.075 0.160
H -2.7423 7.0480 4.0556 -0.067 -0.031 -0.099
H -4.1205 4.3555 2.1536 0.430 -0.020 0.071
C -0.1698 8.0152 -4.7853 -0.348 0.122 0.079
C 0.3852 6.6647 -4.3612 0.429 0.485 -0.373
C 1.8642 6.7554 -4.0209 0.156 -0.213 0.207
O 0.2003 5.7254 -5.4171 -0.109 -0.086 -0.252
H 0.3411 8.3849 -5.6815 0.108 -0.037 0.134
H -1.2320 7.9322 -5.0391 0.126 -0.006 0.119
H -0.0568 8.7563 -3.9881 -0.011 -0.037 -0.121
H -0.1703 6.2948 -3.4926 -0.005 -0.143 -0.240
H 2.4471 7.0804 -4.8901 -0.132 0.109 0.040
H 2.2528 5.7738 -3.7293 -0.096 0.161 0.030
H 2.0382 7.4588 -3.2007 0.037 -0.069 -0.108
H 0.6901 6.0457 -6.1927 -0.092 -0.094 0.400
C -5.4299 -8.7405 -7.0834 -0.215 -0.276 -0.125
C -4.8915 -7.5645 -7.8826 0.118 0.016 0.685
C -3.4701 -7.2177 -7.4689 0.290 0.063 -0.242
O -5.7320 -6.4314 -7.6800 -0.180 0.149 -0.043
H -5.4578 -8.5071 -6.0131 0.151 0.019 -0.080
H -6.4579 -8.9709 -7.3831 0.177 0.022 -0.032
H -4.8137 -9.6329 -7.2305 -0.072 0.068 0.063
H -4.9158 -7.8037 -8.9513 -0.138 0.206 0.119
H -3.4285 -6.9303 -6.4122 -0.062 -0.138 -0.032
H -3.1001 -6.3619 -8.0437 -0.068 -0.254 0.001
H -2.7951 -8.0645 -7.6275 -0.041 0.093 0.056
H -5.7165 -6.2118 -6.7336 0.027 -0.139 -0.411
C 9.0139 -1.2782 10.9525 -0.363 0.037 -0.004
C 9.8746 -1.7719 9.8004 0.321 0.199 0.573
C 11.0391 -2.6125 10.2992 0.142 -0.304 -0.166
O 10.3768 -0.6536 9.0732 0.160 0.192 -0.102
H 9.5950 -0.6454 11.6327 0.059 -0.155 -0.030
H 8.1870 -0.6644 10.5794 0.086 -0.151 0.009
H 8.5995 -2.1154 11.5225 0.040 0.116 -0.017
H 9.2626 -2.3632 9.1107 0.128 0.234 -0.072
H 11.6920 -2.0270 10.9563 -0.167 -0.010 0.041
H 11.6568 -2.9506 9.4603 -0.155 0.010 0.094
H 10.6854 -3.4898 10.8498 0.079 0.093 -0.030
H 10.9216 -0.1227 9.6777 -0.237 -0.276 -0.230
C -0.5091 2.7253 -6.0440 -0.255 -0.020 0.340
C 0.0458 1.3748 -5.6199 0.336 0.542 -0.467
C 1.5248 1.4655 -5.2796 0.171 -0.207 0.288
O -0.1391 0.4356 -6.6758 -0.017 -0.325 -0.203
H 0.0017 3.0950 -6.9402 0.045 -0.120 0.201
H -1.5714 2.6423 -6.2978 0.176 -0.021 0.038
H -0.3962 3.4665 -5.2468 0.002 -0.112 -0.192
H -0.5097 1.0049 -4.7513 0.001 -0.162 -0.213
H 2.1078 1.7906 -6.1487 -0.134 0.106 0.047
H 1.9135 0.4839 -4.9879 -0.087 0.122 0.021
H 1.6988 2.1690 -4.4594 0.026 -0.043 -0.103
H 0.3508 0.7558 -7.4514 -0.235 -0.049 0.377
C -1.6592 5.9696 -10.1819 0.145 -0.010 -0.352
C -2.2585 4.7890 -9.4344 0.064 0.597 0.342
C -3.5004 5.1972 -8.6581 -0.305 -0.191 0.055
O -1.2900 4.2605 -8.5321 0.102 -0.030 -0.112
H -1.3546 6.7599 -9.4867 -0.166 -0.045 0.020
H -0.7592 5.6636 -10.7260 -0.174 -0.010 0.031
H -2.3747 6.3890 -10.8959 0.097 0.013 0.072
H -2.5128 3.9945 -10.1443 0.180 -0.020 0.200
H -3.2610 5.9602 -7.9088 0.049 0.024 -0.152
H -3.9138 4.3404 -8.1153 0.054 0.089 -0.145
H -4.2711 5.5936 -9.3265 0.058 -0.014 0.099
H -1.0582 4.9592 -7.8978 -0.192 -0.286 -0.156
C -6.7105 -5.3608 1.2312 0.260 0.152 0.174
C -7.5877 -6.4934 1.7407 -0.158 0.268 -0.632
C -7.8653 -7.5138 0.6484 -0.011 -0.375 0.036
O -8.8220 -5.9591 2.2125 -0.215 0.074 0.142
H -7.2006 -4.8241 0.4111 0.017 -0.167 -0.024
H -6.5294 -4.6277 2.0246 0.005 -0.157 -0.065
H -5.7466 -5.7376 0.8754 -0.097 0.080 -0.024
H -7.0983 -6.9853 2.5883 -0.242 0.127 0.012
H -8.3963 -7.0534 -0.1924 0.149 0.072 0.048
H -8.5077 -8.3166 1.0260 0.148 0.100 0.001
H -6.9359 -7.9552 0.2751 -0.114 0.041 -0.009
H -9.2636 -5.5203 1.4665 0.240 -0.211 0.310
```
Forces are in eV/Å.

Max |F| values, unit eV/A, following the record order: 6.803 9.140.